# 1
Formula: C4H11NO2S
Source: OMol25
Level of theory: the ωB97M-V functional and the def2-TZVPD basis

```
19
Properties=species:S:1:pos:R:3
C -0.022 1.748 2.159
N 0.987 0.870 1.603
C 0.765 0.004 0.544
O 1.312 -1.077 0.487
C -0.240 0.605 -0.463
C -0.225 -0.235 -1.764
S -1.483 0.420 -2.932
H -0.636 1.192 2.915
H 0.532 2.619 2.565
H -0.690 2.226 1.424
H 1.694 0.577 2.291
H 0.040 1.679 -0.640
H -1.271 0.414 -0.064
H 0.773 -0.285 -2.187
H -0.453 -1.346 -1.721
H -2.524 0.019 -2.177
O 0.620 -3.462 -0.927
H -0.280 -3.318 -0.607
H 1.101 -2.647 -0.505
```

The calculation puts the HOMO energy at -0.3379 Eh. Its SMILES is CNC(=O)CCS.O. The relative energy (zero: lowest compared OMol25 entry of this formula, charge and spin) is 72.46 kJ/mol.

=====

# 2
Formula: C5H11FeO4
Source: OMol25
Level of theory: the ωB97M-V functional and the def2-TZVPD basis

```
21
Properties=species:S:1:pos:R:3
C 4.296 -1.056 0.536
O 3.132 -1.280 1.197
H 5.099 -1.185 1.299
H 4.493 -1.813 -0.244
H 4.380 -0.029 0.138
O -3.151 1.478 -1.494
C -3.384 1.516 -0.129
C -2.059 1.225 0.675
O -1.512 0.055 0.087
C -0.071 -0.234 0.265
C 0.332 -1.162 -0.884
O -0.171 -0.729 -2.105
Fe -1.795 0.214 -1.909
H -4.142 0.766 0.178
H -3.750 2.505 0.210
H -2.260 1.066 1.745
H -1.342 2.055 0.554
H 0.036 -0.733 1.241
H 0.454 0.732 0.166
H -0.025 -2.184 -0.638
H 1.439 -1.209 -0.887
```

The calculation puts the HOMO energy (alpha / beta) at -0.5015 / -0.4786 Eh. As for the spin multiplicity: 7. The expectation value of S² is 12.025. The total charge is +1. The relative energy (zero: lowest compared OMol25 entry of this formula, charge and spin) is 125.28 kJ/mol.

=====

# 3
Formula: C40H32Br3N12O3S2Y
Source: OMol25
Level of theory: the ωB97M-V functional and the def2-TZVPD basis

```
93
Properties=species:S:1:pos:R:3
Y -0.186 -0.354 0.250
N -4.135 2.074 0.660
C -3.125 1.706 -0.125
N -2.300 0.935 0.559
C -2.896 0.848 1.786
N -4.004 1.540 1.883
C -2.387 -0.040 2.833
C -3.066 -0.222 4.036
N -2.699 -1.148 4.901
C -1.663 -1.911 4.564
C -0.947 -1.706 3.395
N -1.301 -0.753 2.528
H -4.942 2.633 0.434
H -3.018 2.010 -1.152
H -3.934 0.380 4.272
H -1.380 -2.696 5.252
H -0.086 -2.312 3.146
Br 3.653 -2.418 -6.187
C 3.233 -2.133 -4.375
C 1.942 -2.374 -3.922
C 1.624 -2.121 -2.600
C 2.593 -1.644 -1.724
C 3.888 -1.424 -2.184
C 4.211 -1.667 -3.508
N 2.227 -1.309 -0.390
C 3.056 -1.560 0.541
C 2.804 -1.114 1.916
C 3.743 -1.377 2.904
C 3.536 -0.871 4.178
C 2.408 -0.102 4.405
C 1.515 0.100 3.362
N 1.683 -0.406 2.142
H 1.192 -2.758 -4.599
H 0.621 -2.322 -2.247
H 4.644 -1.020 -1.522
H 5.214 -1.485 -3.867
H 3.988 -2.095 0.357
H 4.621 -1.964 2.670
H 4.246 -1.063 4.970
H 2.208 0.333 5.374
H 0.619 0.688 3.515
Br 4.865 2.206 -4.215
C 3.436 1.824 -3.071
C 3.578 1.968 -1.695
C 2.513 1.604 -0.898
N 1.352 1.149 -1.375
C 1.209 1.061 -2.698
C 2.236 1.369 -3.586
C -0.125 0.620 -3.174
C -0.520 0.870 -4.479
C -1.780 0.456 -4.892
Br -2.350 0.778 -6.642
C -2.601 -0.188 -3.983
C -2.124 -0.388 -2.699
N -0.917 0.004 -2.277
H 4.498 2.330 -1.262
H 2.594 1.662 0.181
H 2.120 1.231 -4.649
H 0.126 1.397 -5.163
H -3.591 -0.527 -4.250
H -2.756 -0.879 -1.977
O -3.984 -1.940 1.505
S -3.602 -2.165 0.140
O -4.246 -1.360 -0.862
N -1.932 -2.022 0.011
C -1.378 -3.237 0.039
S 0.247 -3.409 0.360
C -2.330 -4.344 -0.192
C -2.065 -5.692 -0.366
C -3.143 -6.544 -0.568
C -4.449 -6.062 -0.582
C -4.721 -4.711 -0.391
C -3.634 -3.883 -0.210
H -1.048 -6.060 -0.347
H -2.968 -7.600 -0.713
H -5.268 -6.750 -0.735
H -5.733 -4.334 -0.387
N 0.228 1.905 1.137
C 0.416 2.974 1.547
N 0.639 4.161 2.012
C -0.460 5.048 2.433
C -0.401 6.323 1.604
O 0.877 6.912 1.696
C 1.875 6.074 1.157
C 1.973 4.783 1.957
H -0.319 5.277 3.492
H -1.407 4.524 2.306
H -1.116 7.053 1.983
H -0.640 6.105 0.554
H 2.814 6.623 1.209
H 1.652 5.851 0.104
H 2.288 4.994 2.981
H 2.674 4.082 1.505
```

The calculation puts the HOMO energy at -0.4841 Eh. The total charge is +2. The relative energy (zero: lowest compared OMol25 entry of this formula, charge and spin) is 30.64 kJ/mol.

=====

# 4
Formula: C23H27BBeCl3CsF4N4O16PS3
Source: OMol25
Level of theory: the ωB97M-V functional and the def2-TZVPD basis

```
84
Properties=species:S:1:pos:R:3
O 8.102 2.712 0.934
S 8.025 3.015 -0.415
O 9.204 3.586 -1.088
F 7.789 1.666 -1.164
N 6.949 4.048 -0.912
S 5.977 4.786 0.199
O 6.579 5.307 1.382
O 5.320 5.856 -0.468
P 4.495 3.244 0.428
O 4.155 2.962 1.971
O 3.187 3.754 -0.360
S 5.198 1.675 -0.442
H 4.786 3.521 2.465
H 3.114 3.191 -1.154
Be 8.163 4.123 -2.264
C 9.437 1.695 3.966
O 9.927 1.538 2.755
O 8.348 2.515 3.997
O 9.841 1.192 4.978
H 8.317 2.725 3.045
Cl 1.930 4.728 1.435
C 1.461 1.527 0.974
N 0.439 1.116 -0.001
C 0.314 -0.212 -0.347
C -0.645 -0.628 -1.214
C -1.547 0.314 -1.784
C -1.367 1.690 -1.417
C -0.393 2.056 -0.550
C -2.599 -0.084 -2.656
C -3.961 0.240 -2.365
C -4.952 -0.100 -3.223
N -4.672 -0.760 -4.395
C -3.376 -1.111 -4.698
C -2.355 -0.797 -3.868
C -5.737 -1.081 -5.339
H 2.438 1.193 0.604
H 1.220 1.051 1.921
H 1.453 2.628 1.090
H 1.003 -0.903 0.112
H -0.721 -1.683 -1.444
H -2.004 2.459 -1.831
H -0.238 3.087 -0.255
H -4.222 0.760 -1.453
H -5.984 0.141 -3.018
H -3.216 -1.633 -5.631
H -1.350 -1.074 -4.155
H -5.738 -2.158 -5.514
H -5.548 -0.542 -6.269
H -6.694 -0.775 -4.927
F 10.151 3.286 2.114
C -10.164 1.678 -0.822
C -8.798 1.654 -0.577
C -8.016 0.637 -1.105
C -8.599 -0.353 -1.887
C -9.965 -0.326 -2.134
C -10.748 0.687 -1.599
H -10.774 2.470 -0.408
H -8.343 2.429 0.026
H -6.951 0.615 -0.908
H -7.989 -1.146 -2.303
H -10.419 -1.097 -2.744
H -11.813 0.704 -1.787
Cs 1.397 -0.768 2.158
Cl -2.426 -5.789 3.769
C -3.824 -4.695 3.857
C -3.778 -3.630 2.791
Cl -2.459 -2.461 3.068
H -3.851 -4.260 4.854
H -4.717 -5.305 3.725
H -4.708 -3.062 2.794
H -3.644 -4.060 1.802
B 2.605 -7.251 5.879
O 2.143 -5.880 5.492
C 2.296 -5.744 4.197
O 2.016 -4.754 3.564
C 2.878 -7.032 3.624
O 3.137 -7.232 2.466
O 3.051 -7.892 4.606
F 1.553 -7.971 6.441
F 3.664 -7.166 6.776
N 6.776 2.762 -3.853
O 5.759 2.980 -3.222
O 6.832 1.949 -4.729
O 7.907 3.472 -3.626
```

The calculation puts the HOMO energy at -0.1401 Eh. The total charge is -1.

=====

# 5
Formula: C4H13NS
Source: OMol25
Level of theory: the ωB97M-V functional and the def2-TZVPD basis

```
19
Properties=species:S:1:pos:R:3
C -0.286 -2.235 -3.075
C 0.194 -1.249 -2.018
N -0.926 -0.805 -1.169
H 0.462 -2.991 -3.303
H -1.163 -2.751 -2.681
H -0.631 -1.740 -3.985
H 0.881 -1.763 -1.350
H 0.726 -0.405 -2.463
H -0.643 0.038 -0.678
H -1.764 -0.598 -1.700
C -0.466 1.222 3.526
S -0.036 2.707 2.608
C 1.162 2.032 1.426
H -0.516 0.279 2.981
H -1.436 1.449 3.971
H 0.235 1.036 4.342
H 2.089 1.746 1.912
H 0.720 1.184 0.915
H 1.398 2.844 0.742
```

The calculation puts the HOMO energy at -0.3136 Eh. Its SMILES is CCN.CSC. The relative energy (zero: lowest compared OMol25 entry of this formula, charge and spin) is 35.27 kJ/mol.

=====

# 6
Formula: C20H24AuIN2O2PS3
Source: OMol25
Level of theory: the ωB97M-V functional and the def2-TZVPD basis

```
54
Properties=species:S:1:pos:R:3
Au -0.260 0.143 0.194
S 2.273 0.027 3.920
C 1.684 1.628 3.793
C 0.901 1.827 2.691
C 0.776 0.660 1.925
C 1.451 -0.414 2.443
C 1.474 -1.728 1.870
C 2.161 -2.805 2.438
C 2.135 -4.028 1.799
C 1.398 -4.174 0.629
C 0.737 -3.066 0.133
N 0.790 -1.889 0.729
H 1.949 2.340 4.550
H 0.445 2.769 2.448
H 2.690 -2.652 3.364
H 2.682 -4.862 2.206
H 1.324 -5.122 0.122
H 0.140 -3.112 -0.766
C -5.009 -0.220 4.786
C -3.945 0.574 4.045
C -4.517 1.431 2.931
O -2.903 -0.313 3.557
P -2.877 -1.228 2.291
S -1.466 -2.596 2.677
S -2.643 -0.175 0.524
O -4.308 -1.876 2.223
C -4.867 -2.603 1.104
C -4.313 -4.015 1.041
C -6.368 -2.602 1.350
H -5.723 0.474 5.222
H -4.558 -0.808 5.583
H -5.535 -0.890 4.111
H -3.397 1.202 4.757
H -5.046 0.815 2.206
H -3.722 1.977 2.428
H -5.218 2.150 3.344
H -4.612 -2.046 0.193
H -4.585 -4.561 1.941
H -3.229 -4.015 0.955
H -4.733 -4.521 0.177
H -6.587 -3.208 2.227
H -6.899 -3.010 0.495
H -6.719 -1.586 1.520
I 0.200 2.946 -1.334
C 1.872 1.692 -1.623
C 3.045 2.167 -2.185
C 4.100 1.276 -2.316
C 3.926 -0.040 -1.911
C 2.705 -0.410 -1.373
N 1.701 0.444 -1.222
H 3.132 3.191 -2.510
H 5.039 1.605 -2.735
H 4.717 -0.766 -2.018
H 2.509 -1.420 -1.045
```

The calculation puts the HOMO energy (alpha / beta) at -0.3828 / -0.3824 Eh. The total charge is +1.

=====

# 7
Formula: H4I2Si2
Source: OMol25
Level of theory: the ωB97M-V functional and the def2-TZVPD basis

```
8
Properties=species:S:1:pos:R:3
Si 0.174 -0.530 -0.448
Si -0.472 2.240 0.348
I 1.528 3.758 0.513
I -1.975 3.216 -1.377
H -0.557 -1.112 -1.514
H 1.653 -0.509 -0.609
H -0.296 -1.169 0.957
H -0.902 2.301 1.670
```

The calculation puts the HOMO energy at -0.3251 Eh. The relative energy (zero: lowest compared OMol25 entry of this formula, charge and spin) is 115.75 kJ/mol.

=====

# 8
Formula: C30H66F3NO4
Source: OMol25
Level of theory: the ωB97M-V functional and the def2-TZVPD basis

```
104
Properties=species:S:1:pos:R:3
C 4.754 -1.777 -4.798
C 3.747 -0.647 -4.865
O 2.426 -1.205 -4.834
N 1.539 -0.566 -5.709
C 0.664 -1.595 -6.331
C -0.440 -2.164 -5.445
O -1.362 -2.815 -6.301
C 0.064 -3.165 -4.385
F 0.435 -2.550 -3.285
F 1.117 -3.876 -4.827
F -0.880 -4.033 -4.071
C 0.655 0.636 -4.988
O 0.315 0.336 -3.874
O 0.571 1.522 -5.820
H 5.752 -1.406 -5.031
H 4.731 -2.267 -3.826
H 4.502 -2.525 -5.555
H 3.898 -0.057 -5.775
H 3.861 0.037 -4.018
H 2.032 -0.061 -6.448
H 1.317 -2.411 -6.651
H 0.225 -1.129 -7.213
H -1.004 -1.389 -4.929
H -0.923 -3.535 -6.772
C -1.124 -1.107 2.695
C 0.379 -0.977 2.473
C 0.771 0.252 1.657
C 0.221 0.289 0.230
C 0.594 -0.910 -0.641
C 2.097 -1.053 -0.857
H -1.659 -1.223 1.752
H -1.356 -1.978 3.310
H -1.521 -0.225 3.204
H 0.759 -1.886 1.997
H 0.873 -0.913 3.447
H 1.863 0.318 1.627
H 0.431 1.150 2.184
H 0.582 1.202 -0.254
H -0.870 0.378 0.258
H 0.117 -0.791 -1.612
H 0.194 -1.834 -0.210
H 2.501 -0.151 -1.323
H 2.315 -1.897 -1.515
H 2.631 -1.222 0.081
C 4.176 -4.452 7.587
C 3.739 -3.037 7.956
C 2.424 -2.614 7.303
C 2.449 -2.581 5.774
C 3.512 -1.673 5.161
C 3.336 -0.201 5.523
H 4.355 -4.553 6.516
H 5.100 -4.722 8.099
H 3.412 -5.180 7.870
H 4.532 -2.330 7.695
H 3.622 -2.974 9.041
H 2.139 -1.631 7.686
H 1.633 -3.300 7.622
H 1.464 -2.261 5.420
H 2.587 -3.596 5.391
H 3.466 -1.774 4.073
H 4.513 -2.003 5.454
H 2.358 0.164 5.202
H 4.098 0.408 5.035
H 3.422 -0.035 6.598
C -0.491 4.961 -2.648
C -1.122 4.128 -1.537
C -1.897 4.950 -0.510
C -1.050 5.954 0.273
C 0.130 5.337 1.024
C -0.286 4.320 2.084
H 0.244 5.667 -2.256
H 0.020 4.322 -3.369
H -1.252 5.531 -3.186
H -0.349 3.537 -1.037
H -1.810 3.406 -1.986
H -2.389 4.268 0.190
H -2.703 5.489 -1.017
H -1.696 6.473 0.989
H -0.675 6.727 -0.404
H 0.694 6.141 1.504
H 0.817 4.864 0.317
H -0.947 4.777 2.823
H 0.585 3.927 2.611
H -0.810 3.470 1.643
C -7.215 0.639 -0.344
C -6.486 -0.381 -1.215
C -5.319 -1.065 -0.506
C -4.197 -0.124 -0.063
C -3.570 0.697 -1.187
C -2.884 -0.140 -2.260
H -6.557 1.456 -0.044
H -8.058 1.078 -0.878
H -7.602 0.168 0.562
H -6.137 0.104 -2.131
H -7.196 -1.150 -1.531
H -4.909 -1.838 -1.162
H -5.698 -1.592 0.375
H -3.416 -0.719 0.420
H -4.572 0.556 0.707
H -2.819 1.367 -0.757
H -4.326 1.340 -1.648
H -2.094 -0.750 -1.816
H -2.425 0.502 -3.014
H -3.583 -0.806 -2.770
```

The calculation puts the HOMO energy at -0.3801 Eh. Its SMILES is CCO[N@@H+](C[C@@H](O)C(F)(F)F)C(=O)[O-].CCCCCC.CCCCCC.CCCCCC.CCCCCC.

=====

# 9
Formula: C19H27IrN5O4P
Source: OMol25
Level of theory: the ωB97M-V functional and the def2-TZVPD basis

```
57
Properties=species:S:1:pos:R:3
Ir -0.371 0.704 0.044
C 0.683 3.815 -3.093
C 0.836 2.700 -2.099
O -0.155 2.458 -1.330
C 2.061 2.007 -2.111
C 2.557 1.079 -1.203
C 3.963 0.595 -1.328
N 1.796 0.642 -0.174
N 2.438 -0.080 0.720
C 1.663 -0.380 1.805
O 0.488 0.062 1.936
C 2.262 -1.234 2.829
C 1.506 -1.575 3.955
C 2.053 -2.388 4.928
C 3.353 -2.861 4.786
C 4.109 -2.523 3.670
C 3.569 -1.710 2.691
H -0.243 4.365 -2.936
H 0.682 3.408 -4.106
H 1.521 4.508 -3.025
H 2.746 2.326 -2.884
H 4.417 0.978 -2.237
H 3.992 -0.495 -1.329
H 4.547 0.919 -0.466
H 0.502 -1.189 4.059
H 1.476 -2.651 5.804
H 3.782 -3.493 5.552
H 5.121 -2.891 3.570
H 4.150 -1.434 1.824
N -2.644 3.500 -1.289
C -3.199 3.043 0.024
P -3.309 1.202 -0.071
O -3.102 0.851 -1.508
O -2.466 0.579 1.010
C -5.048 0.709 0.289
N -5.095 -0.732 -0.141
H -3.096 2.973 -2.042
H -1.616 3.237 -1.363
H -2.764 4.502 -1.431
H -4.154 3.535 0.203
H -2.506 3.331 0.813
H -5.765 1.251 -0.324
H -5.323 0.764 1.340
H -4.512 -1.310 0.470
H -4.716 -0.806 -1.095
H -6.045 -1.106 -0.126
C 0.185 -3.939 -1.707
C 0.377 -2.858 -2.553
C 0.133 -1.585 -2.074
N -0.291 -1.359 -0.826
C -0.476 -2.404 -0.009
C -0.250 -3.706 -0.412
H 0.377 -4.946 -2.051
H 0.719 -2.992 -3.569
H 0.278 -0.710 -2.695
H -0.795 -2.169 1.000
H -0.402 -4.518 0.286
```

The calculation puts the HOMO energy (alpha / beta) at -0.4641 / -0.4970 Eh. As for the spin multiplicity: 5. The expectation value of S² is 6.027. The total charge is +2. The relative energy (zero: lowest compared OMol25 entry of this formula, charge and spin) is 13.32 kJ/mol.

=====

# 10
Formula: C2H2NO4S
Source: OMol25
Level of theory: the ωB97M-V functional and the def2-TZVPD basis

```
10
Properties=species:S:1:pos:R:3
C 1.910 0.630 -0.013
C 0.561 0.268 0.375
N -2.861 0.317 -0.080
O 2.695 0.891 -0.832
O 1.802 0.437 1.234
O -2.192 -0.503 -0.715
O -2.262 1.273 0.504
S -4.497 0.213 0.062
H -0.107 1.014 0.499
H 0.153 -0.666 0.122
```

The calculation puts the HOMO energy at -0.1471 Eh. The total charge is -1. The relative energy (zero: lowest compared OMol25 entry of this formula, charge and spin) is 306.55 kJ/mol.